[1]
{
  "formula": "C13H26I2NOP2Sc",
  "method": "ωB97M-V with the def2-TZVPD basis set",
  "total_energy_ha": -2679.23586,
  "homo_ev": [-14.42, -14.42],
  "charge": 2,
  "lumo_energy_ev": [-8.920, -10.352],
  "orbital_gap_ev": [5.5, 4.1],
  "relative_energy_kj_mol": 0.0,
  "elements": ["I", "I", "Sc", "P", "P", "O", "N", "C", "C", "C", "C", "C", "C", "C", "C", "C", "C", "C", "C", "C", "H", "H", "H", "H", "H", "H", "H", "H", "H", "H", "H", "H", "H", "H", "H", "H", "H", "H", "H", "H", "H", "H", "H", "H", "H", "H"],
  "positions_angstrom": [[0.0812, -2.7110, -1.3636], [-0.1056, 2.8571, -1.7196], [0.0362, 0.2432, -0.4218], [2.4815, -0.2253, -1.2192], [-2.4086, -0.3483, -1.3130], [0.0527, 3.5072, 1.5101], [-0.0599, 0.2462, 1.7892], [0.0822, 2.6004, 0.7863], [3.7678, 1.0765, -1.1725], [2.6101, -0.7613, -2.9692], [3.3005, -1.6005, -0.3155], [-0.6740, -0.0238, 3.9532], [-3.6886, 0.9642, -1.1411], [-2.5735, 0.1642, 2.2900], [2.3647, 0.9680, 2.1147], [-2.5718, -0.7583, -3.0919], [0.7129, 0.2035, 3.9164], [-3.2418, -1.7807, -0.5099], [1.0675, 0.4459, 2.5863], [-1.1475, 0.0425, 2.6409], [-3.0335, 0.9853, 2.8736], [-3.1242, -0.7540, 2.5494], [-4.6607, 0.5157, -0.8904], [3.6170, -1.1490, -3.1833], [2.9353, 1.3661, 2.9724], [-2.7268, 0.3923, 1.2286], [-4.3203, -1.6910, -0.6916], [-1.8168, -1.5130, -3.3576], [4.7493, 0.5875, -1.1426], [2.9298, -2.5591, -0.7047], [2.9843, 0.1765, 1.6681], [2.4112, 0.1077, -3.6124], [1.8544, -1.5379, -3.1657], [2.2525, 1.8018, 1.4004], [3.6704, 1.7122, -0.2862], [1.4173, 0.2291, 4.7361], [-3.7684, 1.5262, -2.0820], [-3.0530, -1.7760, 0.5712], [-3.5794, -1.1349, -3.3240], [-3.4202, 1.6676, -0.3427], [3.6845, 1.6997, -2.0702], [-1.3141, -0.1525, 4.8140], [-2.3893, 0.1558, -3.6743], [3.0697, -1.5570, 0.7569], [4.3825, -1.4972, -0.4636], [-2.8370, -2.7116, -0.9291]]
}



[2]
{
  "formula": "C13H26IInNO19S4",
  "method": "ωB97M-V with the def2-TZVPD basis set",
  "total_energy_ha": -4075.86518,
  "homo_ev": -5.95,
  "charge": -1,
  "lumo_energy_ev": 1.728,
  "orbital_gap_ev": 7.7,
  "elements": ["I", "In", "S", "S", "S", "S", "O", "O", "O", "O", "O", "O", "O", "O", "O", "O", "O", "O", "O", "O", "O", "O", "O", "O", "O", "N", "C", "C", "C", "C", "C", "C", "C", "C", "C", "C", "C", "C", "C", "H", "H", "H", "H", "H", "H", "H", "H", "H", "H", "H", "H", "H", "H", "H", "H", "H", "H", "H", "H", "H", "H", "H", "H", "H", "H"],
  "positions_angstrom": [[-3.0854, -0.1057, 1.7658], [-0.2994, -0.3106, 1.3284], [4.6376, 6.2707, -2.7599], [-0.4981, -8.9223, 5.0458], [-2.2929, 4.5099, -3.0625], [-0.4803, -4.9745, -0.6687], [-1.3377, 3.9891, -2.1524], [-3.7515, 4.0191, -2.6031], [4.8538, 4.9125, -1.9299], [3.0525, 0.5017, 2.9285], [-0.1435, 4.2932, 1.9219], [-0.2942, -6.0534, -1.8536], [3.0552, 6.1271, -2.9979], [0.1778, 1.1773, -0.0499], [0.5997, -3.9106, -1.1891], [-2.3578, 5.8894, -3.3891], [5.3076, 6.1436, -4.0052], [0.2038, -8.4573, 6.1882], [-1.0860, -10.2136, 4.9995], [4.8586, 7.3772, -1.8988], [-2.2152, 3.6707, -4.4347], [-1.6165, -7.8431, 4.6461], [-0.0004, -5.5590, 0.5346], [-1.7686, -4.4011, -0.7725], [0.4479, -8.7312, 3.7627], [0.7161, 0.1529, 3.1868], [3.5777, 4.4153, -1.4953], [-1.2641, 3.0645, 3.7055], [-1.1150, -7.0005, 3.5951], [-3.3078, 2.7480, -4.5036], [-0.1343, 4.0522, 3.3194], [0.5245, -5.5012, -2.8887], [1.4312, -4.5160, -2.1802], [-4.4174, 3.4011, -3.7061], [2.6184, 4.8228, -2.5873], [-0.2091, -7.9047, 2.7893], [-0.3606, 2.4442, 0.2654], [1.9076, 0.2051, 3.0242], [0.5695, 3.3021, 1.1759], [-3.5884, 2.5731, -5.5396], [2.6910, 4.1520, -3.4462], [-5.1541, 2.6853, -3.3510], [-0.4805, 3.0030, -0.6754], [0.5205, -7.3462, 2.2109], [1.8332, -3.7603, -2.8498], [1.2281, 2.6862, 1.8031], [1.0797, -6.2898, -3.3913], [0.1583, -1.9184, 0.7293], [-2.2355, 3.5310, 3.5209], [-1.1575, 2.1971, 3.0513], [1.5883, 4.8542, -2.2388], [0.8265, 3.6727, 3.6894], [-4.9170, 4.1823, -4.2850], [1.2106, 3.8814, 0.4875], [-0.3999, 5.0076, 3.7926], [3.6139, 3.3381, -1.3563], [-1.3512, 2.3984, 0.7512], [-0.1250, -4.9978, -3.6083], [-0.5566, -6.1804, 4.0505], [2.2532, -5.0262, -1.6719], [-1.1597, 2.7170, 4.7387], [-2.9916, 1.8073, -4.0476], [-0.7830, -8.5527, 2.1230], [-1.9332, -6.5960, 3.0065], [3.3261, 4.8967, -0.5482]]
}



[3]
{
  "formula": "C13H26N2O2",
  "method": "ωB97M-V with the def2-TZVPD basis set",
  "total_energy_ha": -771.00092,
  "homo_ev": -9.11,
  "smiles": "CC(C)CC(=O)NC[C@H](C)NC(=O)CC(C)C",
  "lumo_energy_ev": 0.828,
  "orbital_gap_ev": 9.9,
  "relative_energy_kj_mol": 11.3,
  "elements": ["O", "O", "N", "N", "C", "C", "C", "C", "C", "C", "C", "C", "C", "C", "C", "C", "C", "H", "H", "H", "H", "H", "H", "H", "H", "H", "H", "H", "H", "H", "H", "H", "H", "H", "H", "H", "H", "H", "H", "H", "H", "H", "H"],
  "positions_angstrom": [[0.3449, 1.6339, 0.4970], [-0.4899, -2.3385, 0.1822], [-1.3257, -1.2563, 1.9711], [-1.2901, 0.4309, -0.4805], [-0.3996, -2.0299, 1.3546], [0.6841, -2.5514, 2.2804], [0.8158, 0.5674, -1.6192], [-2.4922, -0.7497, 1.2899], [1.1183, 0.7664, -4.1018], [2.6256, -1.4793, 1.0791], [0.4740, 2.7841, -2.7548], [1.9167, -1.6385, 2.4194], [1.5673, -0.2721, 3.0044], [0.3303, 1.2712, -2.8954], [-0.0366, 0.9314, -0.4199], [-3.5637, 1.1490, 0.0236], [-2.2542, 0.5961, 0.5817], [0.9998, 0.3261, 2.2957], [-0.0643, 3.1406, -1.8800], [-1.1188, -0.8849, 2.8835], [1.0013, -0.3749, 3.9295], [1.5214, 3.0543, -2.6407], [2.4806, 0.2727, 3.2324], [0.0812, 3.2896, -3.6345], [3.5182, -0.8690, 1.1940], [1.0119, -3.5102, 1.8741], [-3.3777, 2.0804, -0.5044], [-4.0091, 0.4382, -0.6692], [0.7791, -0.5157, -1.7577], [-2.7739, -1.4965, 0.5410], [1.9670, -0.9944, 0.3654], [-0.7291, 1.0339, -3.0476], [2.1781, 0.9767, -3.9765], [0.9935, -0.3074, -4.2227], [-4.2686, 1.3402, 0.8280], [1.8449, 0.8648, -1.4117], [2.9154, -2.4477, 0.6778], [-1.8106, 1.3118, 1.2837], [0.7766, 1.2567, -5.0107], [-1.4891, -0.2867, -1.1605], [0.2512, -2.7232, 3.2686], [2.5984, -2.1443, 3.1153], [-3.3024, -0.6460, 2.0153]]
}



[4]
{
  "formula": "C13H26N2O2",
  "method": "ωB97M-V with the def2-TZVPD basis set",
  "total_energy_ha": -770.48994,
  "homo_ev": -7.82,
  "lumo_energy_ev": 0.637,
  "orbital_gap_ev": 8.5,
  "relative_energy_kj_mol": 1352.9,
  "elements": ["O", "O", "N", "N", "C", "C", "C", "C", "C", "C", "C", "C", "C", "C", "C", "C", "C", "H", "H", "H", "H", "H", "H", "H", "H", "H", "H", "H", "H", "H", "H", "H", "H", "H", "H", "H", "H", "H", "H", "H", "H", "H", "H"],
  "positions_angstrom": [[4.7243, 0.1338, 1.3770], [-1.0534, -0.0309, 1.7867], [-1.3483, -1.0653, -0.3838], [2.5538, -0.0087, -0.5444], [2.4120, 0.0551, 1.0349], [-1.6996, -0.2174, 0.6911], [3.5442, 0.6592, 1.5643], [-2.6801, 1.5988, -0.8646], [4.9579, 0.1459, -0.0904], [-1.7400, 2.5496, -0.6141], [1.2699, -0.0383, -1.3396], [0.8171, -1.3958, -1.2378], [-3.9731, -0.2941, 0.1321], [-0.1053, -1.9528, -0.1660], [-4.2888, -1.2039, 1.4172], [-2.8970, 0.4671, 0.1777], [3.7461, -0.4497, -0.8048], [5.8411, -0.1311, -0.4995], [-1.5781, 3.2116, -1.4784], [-3.6738, 2.0167, -0.8988], [-2.0577, 3.5282, 0.2305], [3.4367, 1.8036, 1.6554], [-0.4663, -2.9875, -0.3468], [3.9927, -0.1198, -2.0239], [0.5731, 0.3244, -0.8908], [-1.9489, -1.1751, -1.1793], [-2.3768, 1.0144, -1.7203], [-3.3965, -1.9258, 1.6428], [-4.5822, -0.6614, 2.2672], [0.2849, -1.6040, 0.7815], [-3.9479, -0.9167, -0.7968], [1.4399, 0.5552, 1.0952], [-3.2260, 1.4021, 1.3014], [1.7561, -2.3146, -1.0825], [4.7952, 1.4710, -0.2552], [0.3319, -1.8293, -2.1145], [3.5166, 0.6255, 2.8263], [3.8226, -1.4337, -0.5700], [-5.3559, -1.7567, 1.4210], [-0.7385, 2.2788, -0.4299], [-4.8581, 0.4232, -0.0338], [1.6592, 0.3285, -2.2919], [2.5167, -1.0801, 1.2555]]
}



[5]
{
  "formula": "C13H26N2O4",
  "method": "ωB97M-V with the def2-TZVPD basis set",
  "total_energy_ha": -921.49583,
  "homo_ev": -9.51,
  "smiles": "CCCCNC(=O)OC[C@H](CC)NC(=O)OC(C)C",
  "lumo_energy_ev": 0.684,
  "orbital_gap_ev": 10.2,
  "relative_energy_kj_mol": 8.3,
  "elements": ["O", "O", "O", "O", "N", "N", "C", "C", "C", "C", "C", "C", "C", "C", "C", "C", "C", "C", "C", "H", "H", "H", "H", "H", "H", "H", "H", "H", "H", "H", "H", "H", "H", "H", "H", "H", "H", "H", "H", "H", "H", "H", "H", "H", "H"],
  "positions_angstrom": [[2.7819, -1.1425, 0.0739], [-2.1947, 2.4656, -0.2188], [3.0259, 0.6686, -1.2661], [-0.8314, 1.0717, -1.3815], [-2.9635, 0.5245, -1.1142], [1.4616, 0.5999, 0.3921], [0.2380, 1.9952, -1.2170], [-2.0185, 1.4464, -0.8398], [2.4705, 0.1026, -0.3557], [0.8644, 1.9078, 0.1825], [1.8972, 3.0231, 0.3817], [3.6962, -3.2850, -0.4100], [-5.1237, -2.7940, 1.0057], [-4.3252, 0.6415, -0.6494], [3.8836, -1.7849, -0.5846], [-4.6709, -0.3780, 0.4384], [5.2013, -1.2970, 0.0098], [-4.6736, -1.8171, -0.0740], [2.4652, 3.0171, 1.7956], [1.0660, -0.0180, 1.0801], [3.8443, -1.5129, -1.6475], [-3.9552, -0.2804, 1.2566], [-2.6864, -0.2904, -1.6359], [0.9783, 1.7306, -1.9722], [-4.4238, 1.6545, -0.2529], [3.1910, 3.8178, 1.9123], [1.6728, 3.1612, 2.5273], [6.0338, -1.7965, -0.4775], [5.2315, -1.5095, 1.0762], [1.4134, 3.9801, 0.1843], [2.7388, -3.5955, -0.8200], [-5.0054, 0.5237, -1.4994], [3.7216, -3.5402, 0.6464], [2.6995, 2.8844, -0.3428], [2.9618, 2.0723, 2.0033], [-0.1336, 3.0107, -1.3826], [5.2982, -0.2248, -0.1417], [-5.6610, -0.1352, 0.8289], [-3.6708, -2.0915, -0.4080], [-5.3454, -1.8926, -0.9325], [-4.4612, -2.7427, 1.8667], [-5.1167, -3.8135, 0.6273], [4.4913, -3.8168, -0.9242], [0.0657, 2.0177, 0.9224], [-6.1325, -2.5579, 1.3368]]
}